1.
The following is a quantum chemistry calculation of one molecule with the formula C5H7NO, from the OMol25 dataset.

Properties
**Total energy**: -8832.3176 eV
**HOMO level**: -8.502 eV
**LUMO energy**: 0.93 eV
**Total charge**: 0
**Energy relative to the best compared isomer or geometry (same formula, charge and spin)**: 374.9 kJ/mol
**Frontier orbital gap**: 9.43 eV
**SMILES**: CCN=C=C1CO1

Atoms and positions in Å:
C1 -1.51 -0.66 0.28
C2 -1.69 0.59 -0.58
N1 -0.51 1.12 -1.29
C3 0.55 0.61 -0.95
C4 1.50 0.01 -0.29
C5 2.55 0.02 0.68
O1 2.43 -1.00 -0.35
H1 -2.50 -0.91 0.65
H2 -0.85 -0.50 1.14
H3 -1.12 -1.51 -0.29
H4 -2.05 1.41 0.04
H5 -2.45 0.40 -1.35
H6 3.36 0.72 0.54
H7 2.36 -0.33 1.69


2.
The following is a quantum chemistry calculation of C5H7NO as an isolated structure, from the OMol25 dataset.

Properties
**Total energy**: -8831.8961 eV
**HOMO level**: -8.573 eV
**LUMO energy**: 0.82 eV
**Total charge**: 0
**Energy relative to the best compared isomer or geometry (same formula, charge and spin)**: 415.5 kJ/mol
**Frontier orbital gap**: 9.40 eV

Atoms and positions in Å:
C1 2.41 -0.13 0.15
N1 1.15 0.53 -0.20
C2 -0.07 0.08 0.15
O1 -0.30 -1.01 0.81
C3 -1.51 -1.13 -0.37
C4 -2.43 -0.16 0.29
C5 -1.28 0.53 -0.39
H1 3.12 0.61 0.53
H2 2.19 -0.87 0.92
H3 2.81 -0.63 -0.73
H4 1.14 1.09 -1.03
H5 -2.53 -0.09 1.38
H6 -3.35 -0.03 -0.28
H7 -1.36 1.22 -1.23


Among the records above, which one has the lowest total energy? number 1


Which formula does entry 1 have? C5H7NO